Computed, not measured: a molecular structure, C24H68N4O8 in a non-equilibrium geometry, with ωB97M-V with the def2-TZVPD basis set.

Each line ends with the Löwdin charge.
Positions of all 104 atoms, in Å:
C  -10.341  -16.395  7.518  -0.1125
C  -10.215  -14.945  6.977  -0.2543
O  -10.372  -15.015  5.552  -0.2358
H  -9.767  -17.131  6.955  0.0852
H  -11.367  -16.762  7.510  0.0486
H  -10.080  -16.533  8.567  0.0794
H  -9.224  -14.559  7.216  0.0498
H  -10.994  -14.324  7.419  0.0130
H  -10.560  -14.103  5.319  -0.0747
C  -7.889  -15.299  6.565  -0.1067
C  -6.480  -15.638  6.899  -0.2204
O  -6.261  -15.241  8.263  -0.0532
H  -8.032  -14.224  6.672  0.1226
H  -8.478  -15.884  7.271  0.0664
H  -8.111  -15.550  5.528  0.1140
H  -5.813  -15.131  6.202  0.1282
H  -6.359  -16.715  6.783  0.0623
H  -6.093  -16.026  8.790  0.0839
C  -10.420  -13.626  4.100  -0.1176
C  -11.175  -12.523  4.815  -0.2080
O  -10.996  -12.770  6.205  -0.1296
H  -9.391  -13.780  4.425  0.1269
H  -10.384  -13.324  3.053  0.1171
H  -10.990  -14.553  4.158  0.0953
H  -12.213  -12.567  4.485  0.1346
H  -10.766  -11.545  4.558  0.1298
H  -11.611  -12.208  6.683  0.1213
C  -7.530  -18.356  6.104  -0.0545
C  -8.616  -18.170  5.052  -0.2464
O  -9.251  -19.363  4.697  -0.1417
H  -7.083  -17.418  6.434  0.0009
H  -6.738  -19.011  5.742  0.1028
H  -7.730  -18.887  7.035  0.0903
H  -8.258  -17.711  4.131  0.1478
H  -9.385  -17.536  5.492  0.0980
H  -9.387  -19.302  3.749  0.1389
C  -12.143  -13.966  10.543  -0.0570
C  -10.753  -13.721  10.065  -0.3759
C  -9.879  -14.936  10.146  -0.2504
O  -8.581  -14.657  9.654  -0.1102
C  -7.727  -15.772  9.868  -0.1086
N  -10.814  -13.148  8.748  0.0699
H  -12.590  -13.012  10.821  0.0975
H  -12.147  -14.607  11.425  0.0570
H  -12.876  -14.361  9.839  0.0959
H  -10.314  -12.945  10.691  0.1462
H  -10.350  -15.674  9.497  0.0466
H  -9.787  -15.388  11.133  0.0967
H  -7.371  -15.940  10.885  0.1017
H  -6.779  -15.650  9.344  -0.0582
H  -8.200  -16.691  9.522  0.0994
H  -9.871  -13.218  8.393  0.0799
H  -11.253  -13.787  8.099  -0.0227
C  -14.551  -18.266  4.721  -0.0453
C  -13.277  -17.654  4.087  -0.3143
C  -12.524  -16.768  5.069  -0.1810
O  -13.425  -15.822  5.603  -0.1729
C  -12.797  -14.696  6.228  -0.0786
N  -12.502  -18.738  3.542  0.0445
H  -15.195  -18.860  4.072  0.0908
H  -15.191  -17.458  5.074  0.0807
H  -14.357  -18.922  5.570  0.0641
H  -13.601  -17.026  3.257  0.1435
H  -11.709  -16.267  4.546  0.1306
H  -12.143  -17.364  5.899  0.0722
H  -13.524  -13.886  6.290  0.1309
H  -11.962  -14.306  5.646  0.0572
H  -12.585  -14.836  7.288  0.0854
H  -11.667  -18.206  3.342  0.0662
H  -12.242  -19.325  4.322  -0.2303
C  -11.442  -18.606  7.477  -0.1118
C  -10.989  -19.795  6.620  -0.2813
C  -11.481  -19.661  5.170  -0.2191
O  -12.873  -19.661  5.169  -0.2937
C  -13.520  -20.964  5.252  0.0179
N  -9.564  -19.794  6.712  0.0265
H  -12.517  -18.500  7.332  0.0878
H  -10.901  -17.717  7.151  -0.0083
H  -11.333  -18.743  8.553  0.1100
H  -11.415  -20.702  7.050  0.1377
H  -11.132  -20.460  4.516  0.1688
H  -11.214  -18.715  4.700  0.1130
H  -13.363  -21.536  4.337  0.1073
H  -14.585  -20.740  5.199  0.0914
H  -13.264  -21.564  6.125  0.0971
H  -9.163  -19.312  5.920  -0.1051
H  -9.343  -20.754  6.490  0.0993
C  -13.012  -16.526  11.480  -0.0465
C  -11.895  -17.271  10.743  -0.3421
C  -11.914  -17.043  9.247  -0.2834
O  -13.260  -17.285  8.774  -0.0980
C  -13.499  -16.957  7.390  -0.1372
N  -10.617  -16.770  11.209  -0.0264
H  -12.728  -16.520  12.533  0.0845
H  -13.947  -17.062  11.322  0.0904
H  -13.032  -15.471  11.204  0.0073
H  -11.948  -18.347  10.905  0.1408
H  -11.155  -17.684  8.799  0.0396
H  -11.679  -15.999  9.041  0.0914
H  -14.471  -17.243  6.987  0.1193
H  -12.915  -17.503  6.649  0.0115
H  -13.373  -15.886  7.232  0.0556
H  -10.560  -16.794  12.217  0.1027
H  -9.828  -17.361  10.993  0.0996

Computed properties:
strongest force on any atom = 13.59 eV/A
HOMO = -7.7 eV
spin multiplicity = 1
gap between HOMO and LUMO = 8.110 eV
ΔE to the lowest compared entry with this formula, charge and spin = 980.7 kcal per mole

***

Computed, not measured: C3H5NO3 in the gas phase, with ωB97M-V with the def2-TZVPD basis set.

Each line ends with the Löwdin charge.
Positions of all 12 atoms, in Å:
N  -1.683  -0.671  0.098  0.1657
C  -0.571  -0.261  0.789  -0.5477
O  -0.026  -0.927  1.641  0.0727
C  0.000  1.099  0.400  -0.0623
O  0.995  0.974  -0.662  -0.0215
C  1.464  -0.216  -1.114  -0.3122
O  1.129  -1.324  -0.798  0.0817
H  -2.040  -0.133  -0.678  0.1018
H  -1.751  -1.673  -0.006  0.1141
H  -0.789  1.808  0.095  0.1295
H  0.509  1.526  1.266  0.1318
H  2.227  -0.045  -1.888  0.1462

Computed properties:
strongest force on any atom = 0.79 eV/A
HOMO = -10.0 eV
spin multiplicity = 1
gap between HOMO and LUMO = 10.731 eV
ΔE to the lowest compared entry with this formula, charge and spin = 28.2 kcal per mole
structure (SMILES) = NC(=O)COC=O

***

Computed, not measured: C5H10O in the gas phase in a non-equilibrium geometry, with ωB97M-V with the def2-TZVPD basis set.

Each line ends with the Löwdin charge.
Positions of all 16 atoms, in Å:
C  -1.905  -0.745  -0.297  -0.1106
C  -1.148  0.425  0.340  -0.2292
C  0.374  0.345  0.379  -0.2853
C  1.534  1.118  -0.302  -0.0391
C  1.328  -0.321  -0.444  -0.4177
O  2.282  -1.162  0.182  -0.0168
H  -2.933  -0.377  -0.460  0.0708
H  -2.125  -1.509  0.454  0.0689
H  -1.452  -1.096  -1.220  0.0675
H  -1.502  0.623  1.402  0.1190
H  -1.360  1.409  -0.258  0.1316
H  0.617  0.166  1.456  0.1433
H  1.271  1.757  -1.189  0.1155
H  2.282  1.564  0.455  0.1378
H  1.013  -0.742  -1.417  0.1559
H  1.723  -1.455  0.919  0.0885

Computed properties:
strongest force on any atom = 3.21 eV/A
HOMO = -9.8 eV
spin multiplicity = 1
gap between HOMO and LUMO = 10.802 eV
ΔE to the lowest compared entry with this formula, charge and spin = 49.3 kcal per mole
structure (SMILES) = CC[C@@H]1C[C@H]1O

***

> What is the formula in the second record?

C3H5NO3

***

> ΔE to the lowest compared entry with this formula, charge and spin of number 3 (C5H10O)?

49.3 kcal per mole

***

> What is the strongest force on any atom in the second record?

0.79 eV/A